Record 1
Formula: C5H9NO
Source: the Open Molecules 2025 dataset
Level of theory: ωB97M-V/def2-TZVPD

Values from the calculation:
**Net charge**: 0
**LUMO**: 0.165 eV
**Largest force on an atom**: 4.7 eV Å⁻¹
**Energy above the lowest of the compared OMol25 structures with the same formula, charge and spin**: 813.7 kJ/mol
**HOMO energy**: -8.09 eV
**Orbital gap**: 8.3 eV

Last column: Mulliken charge in e.
Element x y z (Å)
C  0.3869  -2.2011  -0.2414  -0.917
C  0.8192  -0.9335  0.1801  -0.519
C  -0.2756  0.1895  0.2004  1.745
C  -0.8033  0.3371  -1.1958  -2.233
C  0.3686  1.4944  0.7189  -1.373
N  -1.2358  -0.5584  1.0280  -0.119
O  -1.3528  -0.2081  2.1831  -0.380
H  1.0286  -3.0975  -0.2522  0.231
H  1.5411  -0.5818  0.8800  0.494
H  1.1538  -1.0826  -0.9246  0.221
H  -0.2420  0.8941  -1.8369  0.566
H  -1.6839  0.8154  -1.1767  0.543
H  -0.9862  -0.4669  -1.8213  0.597
H  -0.4601  2.3285  0.5332  0.321
H  1.2247  1.7587  -0.0054  0.315
H  0.5166  1.3121  1.7305  0.505

Forces on atoms 1 to 2 (eV/Å):
C -0.33 -0.49 -0.78
C -1.08 -0.26 -0.08

---

Record 2
Formula: C5H9NO
Source: the Open Molecules 2025 dataset
Level of theory: ωB97M-V/def2-TZVPD

Values from the calculation:
**Net charge**: 0
**SMILES**: C[C@H]1CC/C1=N\O
**LUMO**: 1.075 eV
**Largest force on an atom**: 3.8 eV Å⁻¹
**Energy above the lowest of the compared OMol25 structures with the same formula, charge and spin**: 454.6 kJ/mol
**HOMO energy**: -8.77 eV
**Orbital gap**: 9.8 eV

Last column: Mulliken charge in e.
Element x y z (Å)
C  1.2635  1.5360  -0.1304  -1.407
C  0.7221  0.1730  -0.4982  0.459
C  1.0778  -1.0262  0.4299  -0.574
C  -0.4593  -1.2511  0.5973  -0.511
C  -0.7594  -0.1540  -0.3479  0.234
N  -1.8264  0.4483  -0.6818  -0.623
O  -2.9329  -0.3617  -0.3137  -0.397
H  2.3468  1.5746  -0.2918  0.362
H  1.0715  1.7581  0.9256  0.328
H  0.7924  2.3103  -0.7383  0.359
H  0.9318  -0.0755  -1.5417  0.329
H  1.6858  -1.8078  -0.0700  0.288
H  1.5982  -0.7699  1.3583  0.265
H  -0.9738  -0.2663  1.1259  0.202
H  -0.8775  -2.2741  0.6577  0.331
H  -3.6865  0.2201  -0.4794  0.356

Forces on atoms 1 to 2 (eV/Å):
C -0.06 0.13 -0.03
C -0.03 0.22 -0.41

---

Record 3
Formula: C5H9NO
Source: the Open Molecules 2025 dataset
Level of theory: ωB97M-V/def2-TZVPD

Values from the calculation:
**Net charge**: 0
**LUMO (spin up / spin down)**: 0.642 / 0.681 eV
**Largest force on an atom**: 1.5 eV Å⁻¹
**Energy above the lowest of the compared OMol25 structures with the same formula, charge and spin**: 543.0 kJ/mol
**HOMO energy (spin up / spin down)**: -6.58 / -6.37 eV
**Orbital gap (spin up / spin down)**: 7.2 / 7.0 eV

Last column: Mulliken charge in e.
Element x y z (Å)
C  -1.7457  0.1700  0.4636  -1.472
C  -0.2630  0.1742  0.2598  0.580
C  0.1072  -0.0286  -1.7879  -0.781
C  0.6461  0.5911  1.4073  -0.388
O  1.8970  -0.0258  1.0479  -0.358
C  1.5974  -0.9941  0.1214  -0.262
N  0.3770  -0.9357  -0.3185  -0.213
H  -2.2606  -0.3203  -0.3688  0.371
H  -2.1566  1.1844  0.5617  0.310
H  -2.0290  -0.3729  1.3847  0.362
H  0.8075  0.8062  -1.8641  0.288
H  0.4193  -0.8303  -2.4702  0.309
H  -0.9232  0.2515  -2.0282  0.362
H  0.8058  1.6693  1.5322  0.245
H  0.3065  0.1946  2.3943  0.259
H  2.4143  -1.5336  -0.3353  0.388

Forces on atoms 1 to 2 (eV/Å):
C -0.07 0.00 -0.09
C -0.32 0.24 1.42

---

Record 4
Formula: C5H9NO
Source: the Open Molecules 2025 dataset
Level of theory: ωB97M-V/def2-TZVPD

Values from the calculation:
**Net charge**: 0
**SMILES**: N#CCCC=O.C
**LUMO**: 0.727 eV
**Largest force on an atom**: 1.2 eV Å⁻¹
**Energy above the lowest of the compared OMol25 structures with the same formula, charge and spin**: 274.9 kJ/mol
**HOMO energy**: -10.26 eV
**Orbital gap**: 11.0 eV

Last column: Mulliken charge in e.
Element x y z (Å)
C  -0.7838  2.1255  1.0822  -0.939
C  0.4973  -0.0395  -0.3116  -0.495
C  -0.8176  -0.4923  0.1664  -0.140
O  -1.8482  -0.2995  -0.4366  -0.534
C  0.5490  -1.4451  -1.1497  -0.546
C  1.7200  -2.1686  -0.7138  0.253
N  2.6437  -2.6592  -0.2264  -0.424
H  -0.8391  1.6577  2.0704  0.249
H  0.2528  2.3975  0.8637  0.234
H  -1.4104  3.0079  1.0365  0.375
H  1.2683  0.1171  0.4669  0.353
H  0.4873  0.8408  -0.9645  0.384
H  -0.7160  -1.1787  1.0284  0.360
H  -1.2088  1.4566  0.3461  0.210
H  0.5177  -1.1707  -2.2003  0.348
H  -0.3122  -2.1496  -1.0576  0.310

Forces on atoms 1 to 2 (eV/Å):
C -0.14 0.36 0.14
C -0.04 -0.91 -0.64

---

Record 5
Formula: C5H9NO
Source: the Open Molecules 2025 dataset
Level of theory: ωB97M-V/def2-TZVPD

Values from the calculation:
**Net charge**: 0
**SMILES**: CC1=C(N)[C@H](O)C1
**LUMO**: 0.706 eV
**Largest force on an atom**: 3.9 eV Å⁻¹
**Energy above the lowest of the compared OMol25 structures with the same formula, charge and spin**: 227.0 kJ/mol
**HOMO energy**: -7.48 eV
**Orbital gap**: 8.2 eV

Last column: Mulliken charge in e.
Element x y z (Å)
C  -2.1090  -0.2114  0.6600  -1.212
C  0.5126  -0.2115  0.4051  0.111
C  -0.7677  -0.0296  -0.0086  0.239
N  1.1281  -0.5491  1.5158  -0.451
C  1.0709  -0.0065  -1.0096  0.308
C  -0.3803  0.5385  -1.3490  -0.753
O  2.1781  0.8962  -1.1146  -0.540
H  2.8362  0.5605  -0.4864  0.327
H  2.1387  -0.5279  1.6070  0.162
H  0.6588  -0.4856  2.4154  0.208
H  1.2868  -0.9277  -1.5626  0.228
H  -2.1936  0.4805  1.5052  0.269
H  -2.1661  -1.2023  1.1221  0.298
H  -2.9370  -0.0497  -0.0326  0.327
H  -0.8515  0.0958  -2.2321  0.274
H  -0.4050  1.6298  -1.4352  0.205

Forces on atoms 1 to 2 (eV/Å):
C 0.83 0.14 0.30
C -1.85 0.34 -3.45

---

Record 6
Formula: C5H9NO
Source: the Open Molecules 2025 dataset
Level of theory: ωB97M-V/def2-TZVPD

Values from the calculation:
**Net charge**: 0
**LUMO**: 0.854 eV
**Largest force on an atom**: 3.7 eV Å⁻¹
**Energy above the lowest of the compared OMol25 structures with the same formula, charge and spin**: 562.1 kJ/mol
**HOMO energy**: -7.92 eV
**Orbital gap**: 8.8 eV

Last column: Mulliken charge in e.
Element x y z (Å)
C  -0.0116  -0.9753  0.7100  0.327
C  -0.9631  -0.7827  -0.4488  -0.454
C  -0.6652  1.8989  -0.9686  -0.738
N  0.8154  -2.1764  0.6952  -0.658
O  -0.1370  0.5640  -1.0094  -0.311
C  0.8813  0.2697  0.5452  -0.173
C  1.6592  1.1039  1.0218  -0.637
H  -0.5518  -0.9166  1.6574  0.288
H  0.2492  -3.0061  0.5500  0.226
H  1.4843  -2.1411  -0.0683  0.262
H  -1.9747  -0.4653  -0.2018  0.240
H  -0.8665  -1.4960  -1.2650  0.311
H  0.1480  2.5997  -1.1607  0.250
H  -1.4001  2.0007  -1.7685  0.309
H  -1.0966  2.1103  0.0134  0.357
H  2.4291  1.4123  1.6980  0.400

Forces on atoms 1 to 2 (eV/Å):
C 0.91 0.65 -0.44
C 1.41 3.25 -1.14

---

The E_tot results, record by record, are as follows: -8860.780, -8864.501, -8863.585, -8866.363, -8866.860, -8863.387 eV.